1.
Here is C18H18BMoN7O5 as an isolated structure at a distorted geometry from OMol25. Energies are from ωB97M-V with the def2-TZVPD basis set.

Output
HOMO level (spin up / spin down) ... -0.3224 / -0.3408 Ha
LUMO level (spin up / spin down) ... 0.0 / -1.0 eV
Multiplicity ... 3
Kohn-Sham gap (spin up / spin down) ... 0.3219 / 0.3050 Ha

Geometry as XYZ:
```
50
C18H18BMoN7O5 (ωB97M-V with the def2-TZVPD basis set)
Mo 0.18588 0.32253 -0.45564
O 2.17728 -0.07337 -0.74644
O 1.67828 -1.69107 2.85446
O 0.53098 -0.63647 1.27816
O 0.01088 -1.97587 -0.98824
O 3.98858 -0.95427 0.17486
N 0.01578 2.36213 1.70176
N -1.13322 3.10123 -0.28424
N 0.89378 1.79613 0.86916
N -0.46762 2.31753 -1.14694
N -0.22182 -0.03577 -3.60534
N -1.79272 0.39673 0.16216
N -2.19872 1.34053 1.02426
C -0.10352 -4.26877 -0.73904
C -0.05062 -2.95407 0.04986
C -0.29822 3.01803 -2.26614
C -1.37912 4.29023 -0.84464
C -0.86392 4.28093 -2.12404
C 0.64408 2.75223 2.81816
C 1.19998 -2.47957 -1.61264
C -0.12482 0.15333 -2.47304
C 2.08688 1.81413 1.44826
C -3.43432 1.05853 1.46306
C 2.87978 -1.04937 -0.30624
C 0.83068 -3.94087 -1.91924
C 1.97918 2.41573 2.69776
C -3.84812 -0.11457 0.86146
C 1.31698 -2.80137 0.74016
C 1.21258 -1.62037 1.73996
C 2.22158 -2.45307 -0.46644
C -2.78362 -0.49257 0.04846
B -1.38792 2.63903 1.15756
H -1.97122 3.45033 1.78706
H -1.87942 5.06313 -0.29724
H -1.12032 -4.45717 -1.08154
H -3.92992 1.69773 2.16546
H 0.23298 -5.11317 -0.14164
H 2.75688 2.56253 3.41756
H 1.45518 -1.87267 -2.48444
H -0.90632 -2.77047 0.70516
H 0.12128 3.23793 3.62076
H 1.64758 -3.68977 1.27896
H 1.71488 -4.57487 -1.94524
H 3.02998 -3.17337 -0.59714
H 2.95018 1.40953 0.94906
H -2.70382 -1.32137 -0.63624
H -4.78332 -0.62027 0.98586
H -0.89522 5.06993 -2.84444
H 0.20178 2.59803 -3.11734
H 0.31398 -4.01377 -2.87574
```

***

2.
Here is C18H18Cl3IrN2O7S3Se as an isolated structure at a distorted geometry from OMol25. Energies are from ωB97M-V with the def2-TZVPD basis set.

Output
HOMO level (spin up / spin down) ... -0.1819 / -0.1799 Ha
LUMO level (spin up / spin down) ... 2.0 / 2.0 eV
Net charge ... -1
Multiplicity ... 2
Kohn-Sham gap (spin up / spin down) ... 0.2564 / 0.2535 Ha

Geometry as XYZ:
```
53
C18H18Cl3IrN2O7S3Se (ωB97M-V with the def2-TZVPD basis set)
Ir 0.46004 -0.45328 0.34807
Se 2.94461 1.22846 -0.63313
Cl -1.13814 -3.67197 -3.20882
Cl -2.88051 -6.81470 0.79012
Cl -0.43363 -2.18850 2.01794
S 4.11151 -0.64990 3.20452
S -0.57999 1.41146 -1.61100
S -1.23092 2.75062 3.44061
O -0.22952 -1.89762 -1.06253
O 2.12415 -0.45048 -0.91123
O 3.63922 1.68962 -2.01309
O 0.84199 1.08694 -1.76026
O 3.99828 1.14071 0.59963
O 1.90157 2.44331 -0.20808
O -1.37897 -0.43366 0.31449
N 2.05264 -0.43222 1.75997
N -0.25769 1.03892 1.85451
C -2.05937 2.55352 -3.61192
C -2.54801 1.86534 1.20213
C 0.65226 1.21229 2.88779
C 0.29381 2.10394 3.83670
C -1.62389 -4.44109 1.19930
C 1.87623 0.42383 2.83773
C 3.71307 -2.05187 0.84650
C -2.08979 -5.34637 0.26148
C -1.37770 1.23567 -3.25137
C 3.19822 -1.06095 1.82631
C -1.30708 -3.93652 -1.50049
C -0.82552 3.25564 -1.65566
C -1.00491 -3.28962 0.76821
C -0.80096 -2.95862 -0.61638
C 2.89357 0.42976 3.72176
C -1.31390 1.78519 2.03048
C -1.93284 -5.09571 -1.08584
C -1.12547 3.64054 -3.09695
H 2.99755 -2.18013 0.04125
H -2.29516 -5.80003 -1.82112
H -1.67197 3.49514 -1.01025
H -1.74190 -4.62890 2.25723
H -0.20247 3.64633 -3.68101
H 4.64840 -1.69588 0.41645
H -2.07688 0.40138 -3.20231
H -3.24776 2.58605 1.63183
H 3.88266 -3.01418 1.33601
H -0.57865 0.99426 -3.95323
H -2.31882 2.16165 0.18785
H -2.23324 2.62969 -4.68758
H -3.01915 0.88723 1.15654
H -3.03130 2.62785 -3.11464
H 2.99404 1.00557 4.62507
H -1.57223 4.63603 -3.16681
H 0.82975 2.40432 4.72003
H 0.07475 3.72094 -1.25678
```

***

3.
Here is C18H18Cl5N2NiSe as an isolated structure from OMol25. Energies are from ωB97M-V with the def2-TZVPD basis set.

Output
HOMO level (spin up / spin down) ... -0.3703 / -0.3702 Ha
LUMO level (spin up / spin down) ... -3.5 / -3.5 eV
Net charge ... +1
Multiplicity ... 3
Kohn-Sham gap (spin up / spin down) ... 0.2429 / 0.2420 Ha

Geometry as XYZ:
```
45
C18H18Cl5N2NiSe (ωB97M-V with the def2-TZVPD basis set)
Se -1.94767 -2.03501 -0.87945
Ni -1.01042 -0.48149 0.50432
Cl -5.41095 2.14496 4.35596
Cl -1.65881 -1.41765 2.72647
Cl -4.78276 3.85889 1.82959
Cl -3.76987 -0.47600 4.89548
Cl -2.78443 2.79194 -0.32234
N 3.68260 -0.44768 0.88317
N 1.19009 -0.27311 0.58578
C 3.39014 0.53287 -0.20994
C 3.07579 0.02037 2.16875
C 1.85497 0.59008 -0.39931
C 1.55199 0.16861 1.94490
C -1.55233 -1.78559 -3.72617
C -4.23372 1.61804 3.22510
C -1.21893 -1.10694 -4.88953
C -2.36754 0.71022 1.31280
C 1.60972 -1.67350 0.38105
C -3.06819 1.88596 1.12307
C -0.81173 0.21863 -4.84014
C -1.10590 0.21024 -2.46000
C -2.62094 0.03216 2.49648
C 3.14558 -1.79734 0.52210
C -3.52902 0.43720 3.45947
C -1.49458 -1.13380 -2.49883
C -3.98048 2.36046 2.06940
C -0.75657 0.87941 -3.62159
H 4.69207 -0.51647 1.00219
H 3.61280 -2.11084 -0.40936
H -1.29044 -1.61406 -5.84275
H 1.28361 -1.99223 -0.60751
H 3.42574 -2.49762 1.30640
H -0.47459 1.92506 -3.58243
H 1.48880 1.60802 -0.27335
H 0.99674 -0.42233 2.67066
H 3.89640 0.19942 -1.11341
H 1.10066 -2.29992 1.11178
H -0.56144 0.74242 -5.75306
H 3.30262 -0.71296 2.94024
H 1.23966 1.20515 2.06372
H -1.14731 0.74630 -1.51176
H 3.79825 1.49801 0.08366
H 3.54058 0.96517 2.44343
H 1.57077 0.26412 -1.39953
H -1.87094 -2.81918 -3.76549
```

***

4.
Here is one molecule with the formula C18H18ClNO4S at a distorted geometry from OMol25. Energies are from ωB97M-V with the def2-TZVPD basis set.

Output
HOMO level ... -0.3119 Ha
LUMO level ... 0.0 eV
SMILES ... O=C(/C=C/c1ccco1)N(Cc1cccc(Cl)c1)[C@@H]1CCS(=O)(=O)C1
Multiplicity ... 1
Kohn-Sham gap ... 0.3122 Ha

Geometry as XYZ:
```
43
C18H18ClNO4S (ωB97M-V with the def2-TZVPD basis set)
Cl -3.77006 -2.60692 -0.61721
S 4.59306 -0.09859 -0.73992
O -3.99029 1.51678 0.60081
O 5.01543 -1.32029 -0.10520
O 5.22513 0.25003 -1.97948
O 0.84995 2.00420 -0.85097
N 1.02164 0.49447 0.82453
C -0.21331 -1.62383 0.88052
C -4.39029 1.89257 -1.56153
C 2.43963 0.31431 0.55087
C -1.27562 -3.63716 -0.73644
C -1.56759 -1.63516 0.57622
C 2.77996 -0.13040 -0.86305
C -5.31542 1.58942 0.42548
C 0.06946 -3.63680 -0.40978
C -2.08529 -2.63287 -0.23253
C 0.38070 -0.49054 1.68489
C -1.98733 1.64991 -0.74808
C -1.14061 1.44145 0.26912
C 3.25725 1.59753 0.78712
C -3.41143 1.70324 -0.61267
C 4.70507 1.26216 0.48387
C -5.62317 1.82038 -0.88259
C 0.59953 -2.63991 0.39070
C 0.30810 1.34670 0.02282
H -5.93296 1.46074 1.29267
H 3.12739 1.94583 1.81296
H 2.88824 2.36861 0.11088
H 1.13721 -0.87789 2.37118
H 2.44700 -1.13354 -1.10483
H -0.39377 -0.00801 2.28303
H -6.60165 1.92242 -1.30441
H -1.51286 1.37013 1.27873
H -1.69247 -4.40657 -1.36641
H -1.60163 1.74757 -1.75262
H 2.45317 0.58861 -1.60701
H -2.22759 -0.87648 0.96409
H 2.81420 -0.45566 1.23385
H 0.70929 -4.42068 -0.78504
H -4.23585 2.06216 -2.60720
H 5.25978 2.08053 0.03956
H 1.64969 -2.66055 0.64181
H 5.23830 0.86215 1.34128
```

***

5.
Here is a 2-piece molecular cluster, C18H18F3N2 overall at a distorted geometry from OMol25. Energies are from ωB97M-V with the def2-TZVPD basis set.

Output
HOMO level ... -0.3832 Ha
LUMO level ... -6.7 eV
Net charge ... +1
Multiplicity ... 1
Kohn-Sham gap ... 0.1385 Ha

Geometry as XYZ:
```
41
C18H18F3N2 (ωB97M-V with the def2-TZVPD basis set)
F 3.41241 -0.91979 -4.55979
F 2.40672 -4.37273 -1.46316
F 3.62734 4.63254 -1.53654
N -2.09392 -0.92779 0.85615
N -3.36909 -0.98891 1.18176
C 2.58096 -0.70683 -0.96849
C 2.93357 -0.33784 -2.30393
C 2.43649 -2.11609 -0.72091
C 3.27792 3.79891 -0.49562
C 3.14952 4.36323 0.76957
C -4.04971 -2.22939 0.78170
C 2.80682 3.49584 1.82067
C 3.07925 -1.31625 -3.28057
C 3.07254 2.45491 -0.77687
C -1.23123 0.01442 1.00913
C 2.58960 2.14864 1.58524
C 2.67411 1.57259 0.27464
C -5.66822 -0.42992 1.21217
C -4.27489 0.15593 0.95957
C 2.90702 -2.68128 -3.05532
C 2.58712 -3.03383 -1.74340
C -5.52277 -1.95862 1.11174
C 2.37416 0.18002 0.12995
H -4.03682 0.99422 1.62613
H 3.00215 -3.41806 -3.84688
H 3.30010 5.42841 0.93031
H 2.71951 3.89757 2.83206
H -6.18331 -2.40159 0.35944
H 2.37759 1.47577 2.41951
H -6.00026 -0.16747 2.22073
H 3.24145 2.09718 -1.78352
H 3.11663 0.69427 -2.57598
H -4.20271 0.53564 -0.08183
H 2.23425 -2.44520 0.29689
H -0.23107 -0.14013 0.58393
H -6.40299 -0.04393 0.49868
H 2.07942 -0.32620 1.05651
H -3.63655 -3.09017 1.32447
H -1.42303 0.95266 1.57218
H -5.75029 -2.41648 2.08178
H -3.90979 -2.42424 -0.30212
```

***

6.
Here is C18H18FIN2Zr as an isolated structure at a distorted geometry from OMol25. Energies are from ωB97M-V with the def2-TZVPD basis set.

Output
HOMO level ... -0.5550 Ha
LUMO level ... -8.1 eV
Net charge ... +2
Multiplicity ... 1
Kohn-Sham gap ... 0.2561 Ha

Geometry as XYZ:
```
41
C18H18FIN2Zr (ωB97M-V with the def2-TZVPD basis set)
I 3.58172 -1.23897 1.72947
Zr 0.88988 -0.93430 0.98787
F -1.44890 4.85836 1.74996
N -0.97365 -1.04814 -0.43192
N 1.63766 -0.55228 -1.13549
C 0.44193 1.18973 1.43300
C 2.82106 0.04943 -1.39719
C -0.66985 -0.91141 -1.77125
C 0.73323 -0.74242 -2.15221
C -0.59491 -2.23436 2.32011
C -0.85281 3.62461 1.63290
C -3.31220 -0.78476 -0.97794
C 0.47030 2.09073 0.36040
C -0.19451 3.32756 0.44129
C 0.69128 -2.17604 3.15256
C 2.40884 -0.04927 -3.75464
C -0.92426 2.74725 2.70957
C 3.24307 0.30422 -2.68883
C -1.68971 -0.74078 -2.72460
C -3.01889 -0.66248 -2.33649
C -0.24619 1.51902 2.61580
C -2.28448 -0.98305 -0.06181
C 1.15192 -0.57317 -3.48060
H -1.48190 3.01378 3.60816
H -2.50958 -1.11255 0.99594
H -0.24409 0.83393 3.46970
H -0.18252 4.02429 -0.39420
H 4.21099 0.77417 -2.84042
H -3.80276 -0.48914 -3.07061
H -0.43193 -2.54645 1.24977
H 2.72404 0.10334 -4.78334
H 1.02270 1.85624 -0.55299
H -1.17390 -1.30263 2.39157
H 1.32536 -1.22689 2.97371
H 0.44986 -2.06627 4.22196
H -1.40089 -0.61327 -3.76923
H -4.32910 -0.72067 -0.60846
H 3.44585 0.28897 -0.53227
H -1.26888 -3.02411 2.67557
H 0.45071 -0.82668 -4.27424
H 1.33550 -3.04554 3.01940
```

***

7.
Here is C18H18IN4O4SSn as an isolated structure at a distorted geometry from OMol25. Energies are from ωB97M-V with the def2-TZVPD basis set.

Output
HOMO level ... -0.1154 Ha
LUMO level ... 2.5 eV
Net charge ... -1
Multiplicity ... 1
Kohn-Sham gap ... 0.2056 Ha

Geometry as XYZ:
```
47
C18H18IN4O4SSn (ωB97M-V with the def2-TZVPD basis set)
I -3.43205 -2.13926 0.24551
Sn -0.94567 -1.24292 -0.56925
S -0.03233 -3.02699 -2.54754
O 1.30781 -2.29739 -2.86860
O -1.10874 -2.04977 -2.79150
O -0.11477 -4.16216 -3.40979
O -0.04019 -3.37743 -1.12078
N 1.45615 -0.72151 -1.09106
N -0.11520 -1.23430 2.04549
N -1.85971 1.18677 -1.20173
N 0.25391 1.10385 0.52294
C -2.79931 1.18465 -2.13453
C 1.92121 0.51998 -1.19915
C 0.43263 -1.27979 4.74713
C 0.53349 -0.22198 2.59972
C 2.12146 -1.79273 -1.72957
C -3.97642 2.93316 -1.04272
C -2.98947 2.92450 -0.06987
C 1.06604 1.60833 -0.57397
C 0.79359 -0.19307 3.96846
C -0.86097 1.95102 0.86732
C 3.87146 -0.18680 -2.38093
C -3.87786 2.04978 -2.10910
C -1.93301 2.02797 -0.18485
C -0.46830 -2.27131 2.78395
C -0.19549 -2.35567 4.14021
C 3.10676 0.85928 -1.80313
C 3.45663 -1.46465 -2.29793
C 1.08086 0.82800 1.67700
H 2.02169 0.41918 1.29369
H 0.65266 -1.29085 5.80677
H -0.97830 -3.06280 2.25051
H 3.45409 1.88247 -1.83406
H 1.71666 2.43727 -0.23773
H 1.29104 0.65875 4.40984
H -3.04375 3.60049 0.76828
H 0.38999 2.00017 -1.33656
H -0.54357 2.98493 1.11724
H -2.66525 0.44646 -2.91359
H -0.46752 -3.23781 4.69849
H 1.31075 1.75218 2.24356
H 2.13891 -2.67062 -1.05950
H -4.81140 3.61775 -0.96591
H 4.01051 -2.28694 -2.72645
H 4.81649 0.04608 -2.85999
H -4.62189 2.02319 -2.88979
H -1.32362 1.52054 1.76345
```

***

8.
Here is C18H18LiN5OS4 as an isolated structure from OMol25. Energies are from ωB97M-V with the def2-TZVPD basis set.

Output
HOMO level ... -0.0217 Ha
LUMO level ... 4.5 eV
Net charge ... -2
Multiplicity ... 1
Kohn-Sham gap ... 0.1865 Ha

Geometry as XYZ:
```
47
C18H18LiN5OS4 (ωB97M-V with the def2-TZVPD basis set)
S 1.89452 -2.13322 -2.91070
S -1.15569 -1.94715 -1.82386
S 2.52403 -0.17246 -2.58190
S -0.03775 -2.04044 -3.57519
O -1.12620 -2.13748 3.24630
N -0.54767 1.56292 -1.45579
N -2.74593 1.90447 -1.31158
N -0.14106 1.96624 1.37453
N 1.04328 -0.61225 1.20552
N 1.11656 -0.76220 3.58416
C -1.43462 2.22522 0.77861
C 3.33556 -1.57453 0.86937
C -0.98449 -1.23612 2.44525
C -0.51998 1.16538 -3.94102
C -0.09047 1.16153 2.59309
C 4.45220 -2.10677 1.52781
C -2.08034 -0.90296 1.46997
C -1.53862 1.82615 -0.66364
C -3.32886 1.61228 -3.76920
C 0.28313 -0.35365 2.43500
C -2.71434 1.35232 -4.98324
C 2.24127 -1.14335 1.62769
C -1.12656 1.43851 -2.72467
C 2.32012 -1.26466 3.03036
C 4.50954 -2.22813 2.90977
C 3.41430 -1.78347 3.67701
C -1.32774 1.12829 -5.06414
C -2.50109 1.64587 -2.65344
Li 0.77583 -0.51744 -0.80778
H -2.24030 1.75328 1.34825
H 0.62442 -1.46615 4.12191
H -1.04229 1.27158 3.13181
H 0.68236 1.54969 3.25481
H 3.42786 -1.85485 4.76076
H -2.68755 -0.09917 1.90255
H -4.40020 1.75625 -3.69497
H -0.88453 0.88820 -6.02299
H -1.69107 -0.57326 0.50475
H 0.54017 0.93184 -3.97159
H -2.70898 -1.77727 1.31594
H -3.31749 1.29458 -5.88222
H 5.38264 -2.64984 3.39363
H 0.49974 1.55881 0.69713
H -1.66348 3.29980 0.78076
H -3.64230 1.97095 -0.86583
H 3.31684 -1.48992 -0.21279
H 5.29525 -2.43740 0.92980
```